The following is a quantum chemistry calculation of one molecule with the formula C4H9NOS at a distorted geometry, from the Open Molecules 2025 dataset.

As for the energy: -685.97249 hartree. The calculation puts the energy above the lowest of the compared OMol25 structures with the same formula, charge and spin at 29.2 kcal per mole. As for the SMILES: C[C@H](CS)NC=O.

ORCA input file:
```
! RIJCOSX wB97M-V def2-TZVPD def2/J DEFGRID3
* xyz 0 1
C -0.635 -0.785 -1.480
C 0.037 -0.042 -0.306
C 0.581 -1.104 0.621
S 2.276 -0.862 1.452
N -0.897 0.940 0.268
C -0.533 1.979 1.048
O 0.570 2.468 1.121
H -0.829 0.005 -2.251
H -1.598 -1.176 -1.170
H 0.013 -1.517 -1.957
H 0.787 0.609 -0.775
H -0.122 -1.058 1.442
H 0.777 -2.005 0.053
H 2.804 -0.538 0.248
H -1.850 0.691 0.059
H -1.380 2.393 1.625
*
```

Atomic partial charges in e from the natural (NBO) method, atoms 1 to 6:
1 C -0.611
2 C -0.082
3 C -0.492
4 S -0.061
5 N -0.633
6 C 0.532

---

The following is a quantum chemistry calculation of one molecule with the formula C4H9NOS at a distorted geometry, from the Open Molecules 2025 dataset.

As for the energy: -685.99592 hartree. The calculation puts the energy above the lowest of the compared OMol25 structures with the same formula, charge and spin at 14.4 kcal per mole. As for the SMILES: CC(=O)NCCS.

ORCA input file:
```
! RIJCOSX wB97M-V def2-TZVPD def2/J DEFGRID3
* xyz 0 1
C 0.007 -0.971 2.691
C 0.043 -1.200 1.158
O 0.245 -2.295 0.696
N -0.052 -0.043 0.467
C -0.278 -0.035 -0.980
C 0.339 1.169 -1.629
S 0.418 0.905 -3.473
H -0.983 -0.994 3.140
H 0.477 -0.005 2.883
H 0.592 -1.732 3.192
H -0.215 0.816 0.960
H -1.367 -0.059 -1.111
H 0.125 -0.975 -1.351
H -0.240 2.091 -1.650
H 1.290 1.421 -1.163
H -0.400 1.906 -3.830
*
```

Atomic partial charges in e from the natural (NBO) method, atoms 1 to 6:
1 C -0.710
2 C 0.685
3 O -0.612
4 N -0.623
5 C -0.250
6 C -0.504

---

The following is a quantum chemistry calculation of one molecule with the formula C4H9NOS at a distorted geometry, from the Open Molecules 2025 dataset.

As for the energy: -685.99194 hartree. The calculation puts the energy above the lowest of the compared OMol25 structures with the same formula, charge and spin at 16.9 kcal per mole. As for the SMILES: CNC(=O)CCS.

ORCA input file:
```
! RIJCOSX wB97M-V def2-TZVPD def2/J DEFGRID3
* xyz 0 1
C 0.423 0.308 2.393
N 1.225 0.754 1.256
C 0.751 0.757 -0.032
O 0.977 1.655 -0.811
C -0.096 -0.460 -0.390
C -0.668 -0.296 -1.811
S -1.767 -1.729 -2.107
H -0.634 0.584 2.346
H 0.968 0.647 3.266
H 0.375 -0.784 2.482
H 1.701 1.599 1.506
H 0.659 -1.244 -0.478
H -0.925 -0.649 0.285
H 0.152 -0.325 -2.524
H -1.184 0.648 -1.953
H -1.956 -1.468 -3.429
*
```

Atomic partial charges in e from the natural (NBO) method, atoms 1 to 6:
1 C -0.420
2 N -0.625
3 C 0.694
4 O -0.596
5 C -0.535
6 C -0.489

---

The following is a quantum chemistry calculation of one molecule with the formula C4H9NOS2, from the Open Molecules 2025 dataset.

As for the energy: -1084.19086 hartree. The calculation puts the energy above the lowest of the compared OMol25 structures with the same formula, charge and spin at 3.4 kcal per mole. As for the SMILES: CC(=O)NCCSS.

ORCA input file:
```
! RIJCOSX wB97M-V def2-TZVPD def2/J DEFGRID3
* xyz 0 1
C 0.664 -2.436 -2.046
C 1.269 -1.055 -2.163
O 1.519 -0.506 -3.212
N 1.609 -0.447 -0.961
C 0.768 -0.482 0.222
C -0.698 -0.037 -0.010
S -1.171 1.448 0.920
S -0.926 0.891 2.846
H 0.000 -2.574 -2.901
H 0.096 -2.514 -1.124
H 1.412 -3.234 -2.137
H 1.976 0.478 -1.146
H 0.772 -1.480 0.679
H 1.214 0.164 0.967
H -0.871 0.285 -1.037
H -1.381 -0.816 0.299
H -2.103 0.300 3.123
*
```

Atomic partial charges in e from the natural (NBO) method, atoms 1 to 6:
1 C -0.726
2 C 0.684
3 O -0.592
4 N -0.630
5 C -0.241
6 C -0.563

---

The following is a quantum chemistry calculation of a 2-piece molecular cluster, C4H9NOSi overall at a distorted geometry, from the Open Molecules 2025 dataset.

As for the energy: -577.18606 hartree. The calculation puts the energy above the lowest of the compared OMol25 structures with the same formula, charge and spin at 105.6 kcal per mole.

ORCA input file:
```
! RIJCOSX wB97M-V def2-TZVPD def2/J DEFGRID3
* xyz 0 1
C 1.694 -0.890 -0.970
C 1.510 -0.070 0.015
C -0.580 0.314 0.551
C 2.480 0.601 0.837
N -1.390 -0.389 -0.217
O -0.667 1.050 1.464
Si -3.171 -0.127 -0.171
H 2.739 -0.897 -1.408
H 0.940 -1.257 -1.555
H 1.930 0.925 1.685
H 2.828 1.498 0.460
H 3.437 0.006 0.956
H -0.970 -0.903 -0.955
H -3.196 1.136 0.568
H -3.376 0.129 -1.715
H -4.207 -1.124 0.455
*
```

Atomic partial charges in e from the natural (NBO) method, atoms 1 to 6:
1 C -0.501
2 C 0.004
3 C 0.766
4 C -0.718
5 N -1.009
6 O -0.573

---

The following is a quantum chemistry calculation of an isolated ion of composition C4H9NP and charge +1 at a distorted geometry, from the Open Molecules 2025 dataset.

As for the energy: -553.50238 hartree. The calculation puts the energy above the lowest of the compared OMol25 structures with the same formula, charge and spin at 92.1 kcal per mole.

ORCA input file:
```
! RIJCOSX wB97M-V def2-TZVPD def2/J DEFGRID3
* xyz 1 1
C -0.292 1.174 -0.002
C 1.731 -0.521 0.580
C 1.037 0.448 -0.357
C -1.078 0.137 0.575
N 0.832 -0.969 -0.422
P -2.600 -0.262 -0.064
H 0.117 2.064 0.640
H -0.828 1.445 -0.972
H 2.727 -0.641 0.350
H 1.271 -0.611 1.536
H 1.754 1.058 -0.982
H -1.053 -0.343 1.467
H 1.233 -1.440 -1.200
H -3.087 -1.540 0.396
H -2.899 0.252 -1.391
*
```

Atomic partial charges in e from the natural (NBO) method, atoms 1 to 6:
1 C -0.528
2 C -0.232
3 C -0.070
4 C -0.227
5 N -0.598
6 P 0.610